Here is a 2-piece molecular cluster, C14H24BrClF11NO3PS overall at a distorted geometry from OMol25. Energies are from wB97M-V/def2-TZVPD.

Each line ends with the Mulliken charge.
Positions of all 57 atoms, in Å:
C  -1.374  1.413  0.837  -0.83
C  -1.448  -0.234  0.551  -0.21
C  0.136  -0.771  0.609  -0.30
C  0.586  -0.915  -0.982  -0.45
N  2.008  -1.180  -1.270  -0.49
P  3.125  0.212  -1.303  0.96
F  4.418  -0.983  -1.630  -0.52
F  1.854  1.381  -0.873  -0.35
Cl  3.488  -0.228  0.765  -0.33
C  4.532  1.494  -1.082  -0.83
Br  6.249  0.418  -0.776  -0.13
C  4.403  2.537  0.151  -0.03
C  5.591  2.431  1.309  -1.11
C  2.957  0.460  -3.169  0.58
F  1.917  -0.484  -3.742  -0.33
F  4.225  -0.143  -3.761  -0.32
C  2.798  1.833  -3.893  0.45
F  2.066  1.542  -5.199  -0.33
F  4.140  2.270  -4.453  -0.30
C  2.091  3.156  -3.354  0.45
F  2.734  3.843  -2.181  -0.23
F  2.248  4.181  -4.463  -0.34
C  0.463  3.111  -3.105  0.73
F  0.194  3.653  -1.723  -0.23
F  -0.176  1.802  -3.340  -0.21
F  -0.232  4.082  -4.031  -0.28
H  -2.303  1.991  0.415  0.29
H  -0.421  1.853  0.269  0.07
H  -1.163  1.645  1.989  0.28
H  -2.124  -0.768  1.354  0.09
H  -1.899  -0.330  -0.544  0.28
H  0.141  -1.827  1.122  0.29
H  0.712  0.062  1.194  0.23
H  0.028  -1.934  -1.291  0.31
H  0.027  -0.131  -1.690  -0.07
H  2.344  -1.905  -0.575  0.38
H  4.806  2.113  -2.031  0.62
H  4.545  3.636  -0.298  0.20
H  3.395  2.579  0.732  0.09
H  6.651  2.763  0.928  0.31
H  5.582  1.411  1.896  0.25
H  5.284  3.252  2.121  0.35
O  -3.600  -3.770  2.605  -0.63
S  -4.901  -3.431  2.071  1.27
O  -5.201  -2.111  1.558  -0.58
O  -6.044  -3.842  3.159  -0.32
C  -5.951  -3.316  4.475  -0.31
C  -6.361  -1.855  4.522  -0.98
C  -5.333  -4.621  0.828  -0.97
H  -4.942  -3.458  4.878  0.32
H  -6.634  -3.898  5.102  0.27
H  -5.653  -1.229  3.969  0.29
H  -6.393  -1.495  5.553  0.38
H  -7.344  -1.715  4.063  0.26
H  -5.150  -5.624  1.217  0.31
H  -4.705  -4.437  -0.046  0.38
H  -6.384  -4.490  0.563  0.32

Values from the calculation:
E_HOMO = -5.32 eV
net charge = -1
Kohn-Sham gap = 7.21 eV